Entry from OMol25: a single C4H7N3 molecule (the ωB97M-V functional and the def2-TZVPD basis).

Each line ends with the Mulliken charge.
Geometry (Å):
1 C -0.453162 1.174237 -2.149393  -0.740
2 N -0.379356 0.683505 -0.790636  0.608
3 C 0.161854 -0.471359 -0.344998  0.020
4 C 0.082606 -0.384416 1.022250  0.157
5 C 0.578654 -1.308331 2.086644  -1.079
6 N -0.510031 0.803256 1.323753  -0.337
7 N -0.780385 1.443817 0.227861  -0.669
8 H -0.107151 2.209105 -2.164317  0.277
9 H -1.476096 1.123344 -2.532465  0.265
10 H 0.204470 0.563964 -2.773517  0.296
11 H 0.550075 -1.224699 -1.011544  0.348
12 H 0.212000 -0.958510 3.055215  0.327
13 H 0.242586 -2.337736 1.927268  0.289
14 H 1.673936 -1.316177 2.123880  0.238

Forces on atoms 1 to 6 (eV/Å):
C -0.04 0.04 -0.18
N 0.09 -0.01 0.07
C 0.02 0.04 0.06
C 0.01 0.00 0.02
C 0.01 -0.02 0.06
N 0.04 -0.05 -0.04

Results
**E**: -8730.918 eV
**Max |F|**: 0.0041 Eh/bohr
**SMILES**: Cc1cn(C)nn1
**Energy relative to the best compared isomer or geometry (same formula, charge and spin)**: 17.5 kcal/mol
**E_LUMO**: 0.0318 hartree

---

Entry from OMol25: 2 unconnected molecules or ions with the total composition C4H9NO2 (the ωB97M-V functional and the def2-TZVPD basis).

Each line ends with the Mulliken charge.
Geometry (Å):
1 C -1.016800 1.067091 -0.531542  -1.151
2 C -0.906387 0.146999 0.685184  0.110
3 C -1.564312 -1.150945 0.622342  -0.240
4 O -0.192409 -1.150671 0.885087  -0.553
5 N 1.581018 0.673683 0.287891  -0.486
6 C 2.174343 -0.190285 -0.430737  0.008
7 O 1.718967 -1.414593 -0.667386  -0.543
8 H -0.531644 2.038265 -0.390920  0.299
9 H -2.096518 1.254031 -0.672419  0.357
10 H -0.640709 0.633202 -1.460894  0.281
11 H -0.818072 0.671285 1.631513  0.358
12 H -2.203001 -1.491220 1.417174  0.263
13 H -1.783953 -1.509812 -0.379041  0.232
14 H 0.908081 -1.526544 -0.079113  0.519
15 H 2.090583 1.547250 0.315212  0.160
16 H 3.128709 -0.024465 -0.927491  0.385

Forces on atoms 1 to 6 (eV/Å):
C 0.08 -0.21 0.03
C -0.32 -0.06 0.20
C -0.87 -0.03 0.08
O 0.09 0.88 -0.27
N 0.63 -0.03 -0.09
C 0.33 0.31 0.01

Results
**E**: -9876.907 eV
**Max |F|**: 0.0179 Eh/bohr
**SMILES**: C[C@H]1CO1.[H]/N=C/O
**Energy relative to the best compared isomer or geometry (same formula, charge and spin)**: 72.7 kcal/mol
**E_LUMO**: 0.0384 hartree

---

Entry from OMol25: a molecular structure, C32H47BGeN9SSi3W in a non-equilibrium geometry (the ωB97M-V functional and the def2-TZVPD basis).

Each line ends with the Löwdin spin population.
Geometry (Å):
1 W -0.799772 0.598446 -0.401653  1.711
2 C -3.989935 -1.584662 1.517694  0.006
3 C -2.657853 -1.446449 1.141169  0.028
4 N -2.434634 -0.201004 0.691708  0.030
5 N -3.608683 0.458930 0.763592  0.011
6 C -4.554014 -0.347036 1.266623  0.024
7 B -3.644200 1.982418 0.569256  0.001
8 N -3.294911 2.410094 -0.873413  0.008
9 C -3.970876 3.250005 -1.670987  0.005
10 C -3.120525 3.691691 -2.664277  0.002
11 C -1.909662 3.070981 -2.392186  0.004
12 N -2.022739 2.294690 -1.310841  0.005
13 N -2.445642 2.498214 1.387778  0.002
14 C -2.427927 3.476495 2.298572  0.020
15 C -1.109455 3.766892 2.597638  0.004
16 C -0.365152 2.899369 1.804971  0.022
17 N -1.188132 2.128784 1.079423  0.012
18 H -4.478502 -2.459310 1.898646  0.000
19 H -1.865021 -2.177178 1.161334  0.002
20 H -5.556541 -0.008806 1.440142  0.002
21 H -4.657162 2.448808 0.940691  0.000
22 H -5.001722 3.489636 -1.511943  0.000
23 H -3.333186 4.374893 -3.457033  0.000
24 H -0.984702 3.175332 -2.927039  0.000
25 H -3.336170 3.902327 2.670486  0.001
26 H -0.746462 4.509662 3.274460  0.000
27 H 0.701324 2.787468 1.736422  0.001
28 N 1.253527 3.387463 -1.500395  0.018
29 C 1.326742 2.224002 -2.189576  0.032
30 N 0.792569 1.093693 -1.760069  0.038
31 C 1.141512 0.037638 -2.602291  0.010
32 C 0.765382 -1.297606 -2.443595  0.010
33 C 1.097002 -2.212224 -3.423591  0.001
34 C 1.825355 -1.826112 -4.544227  0.000
35 C 2.254950 -0.521321 -4.693733  0.001
36 C 1.907841 0.400826 -3.719177  0.001
37 S 2.238922 2.119869 -3.675183  0.009
38 H 0.502776 3.520703 -0.832911  0.003
39 H 1.595275 4.220197 -1.954024  0.001
40 H 0.185222 -1.615526 -1.574440  0.007
41 H 0.788048 -3.241803 -3.319739  0.000
42 H 2.070506 -2.554510 -5.299930  0.000
43 H 2.824114 -0.221566 -5.558442  0.000
44 C 2.831993 -3.606876 2.219775  -0.003
45 Si 1.935711 -2.843260 0.723246  0.068
46 C 3.219315 -2.733925 -0.695202  0.041
47 C 0.515034 -4.033180 0.232594  0.003
48 Ge 1.030234 -0.473428 1.044995  0.346
49 Si 0.682245 -0.903811 3.781352  0.250
50 C 2.060822 -1.396245 4.995693  0.021
51 C 0.017976 0.824101 4.243318  0.075
52 C -0.715602 -2.206217 3.779950  0.055
53 Si 3.186816 0.864288 1.272177  0.054
54 C 3.952929 0.982147 -0.482784  0.030
55 C 4.398832 -0.067328 2.410175  0.000
56 C 3.151149 2.670259 1.921837  -0.001
57 H 3.443355 -4.429085 1.859182  0.000
58 H 2.136512 -4.017517 2.945057  0.000
59 H 3.497524 -2.921083 2.733389  0.000
60 H 3.300432 -3.696836 -1.191452  0.006
61 H 4.201672 -2.491601 -0.300804  0.000
62 H 2.964426 -1.998870 -1.449830  0.000
63 H 0.914430 -4.845606 -0.366928  0.001
64 H -0.274894 -3.568406 -0.350988  0.000
65 H 0.063966 -4.490051 1.108448  0.000
66 H 2.802876 -0.616012 5.125967  0.000
67 H 2.576735 -2.309856 4.725573  0.000
68 H 1.595740 -1.566000 5.964948  0.005
69 H 0.748647 1.604284 4.061218  0.000
70 H -0.216963 0.845508 5.302323  0.013
71 H -0.894515 1.072361 3.711775  0.000
72 H -0.524011 -3.034180 3.104987  0.001
73 H -1.671183 -1.762066 3.517036  0.000
74 H -0.821932 -2.623589 4.777721  0.009
75 H 3.812434 0.076464 -1.064849  0.000
76 H 5.024427 1.147454 -0.400298  0.004
77 H 3.555426 1.817874 -1.048765  0.000
78 H 4.389815 -1.137778 2.246426  0.000
79 H 4.192787 0.118352 3.457913  0.000
80 H 5.409692 0.279523 2.220643  0.000
81 H 2.745134 3.390593 1.216446  0.000
82 H 4.180381 2.966662 2.103382  0.000
83 H 2.637700 2.788368 2.871082  0.000
84 N -4.939625 -1.664147 -6.335781  0.000
85 C -4.285635 -1.410238 -5.431708  0.000
86 C -3.463532 -1.070763 -4.328002  0.000
87 C -3.621011 -1.694805 -3.093377  -0.001
88 C -2.827483 -1.310337 -2.024312  0.001
89 C -1.877418 -0.281141 -2.105462  -0.012
90 C -1.715197 0.276128 -3.387555  0.002
91 C -2.471430 -0.102750 -4.477061  0.000
92 H -4.366504 -2.468439 -2.971597  0.000
93 H -2.975124 -1.857540 -1.098185  -0.001
94 H -0.971812 1.044476 -3.572501  0.000
95 H -2.310783 0.359713 -5.441098  0.000

Forces on atoms 1 to 6 (eV/Å):
W -1.65 1.10 -1.13
C 0.26 0.02 -0.11
C -0.20 0.11 0.08
N -0.22 -0.64 0.23
N -0.48 -0.10 0.10
C 0.35 -0.13 -0.07

Results
**Net charge**: +2
**E**: -140832.808 eV
**2S+1**: 4
**Max |F|**: 0.0444 Eh/bohr
**E_LUMO (spin up / spin down)**: -0.2526 / -0.3051 hartree

---

Entry from OMol25: a single C4H5NO2 molecule (the ωB97M-V functional and the def2-TZVPD basis).

Each line ends with the Mulliken charge.
Geometry (Å):
1 O 2.311417 0.235270 2.030146  -0.427
2 C 2.184173 0.157752 0.837802  -0.107
3 C 0.846261 0.190311 0.090273  0.773
4 O 0.900604 0.559771 -1.099087  -0.624
5 N -0.227091 -0.126732 0.791086  -0.480
6 C -1.389070 -0.706007 0.070089  -0.278
7 C -1.389621 0.381118 -0.860743  -0.196
8 H 3.044648 0.098069 0.144785  0.325
9 H -2.222836 -0.731141 0.772192  0.252
10 H -1.198607 -1.694285 -0.357052  0.245
11 H -1.156349 0.278370 -1.911143  0.229
12 H -1.703533 1.357508 -0.508348  0.287

Forces on atoms 1 to 6 (eV/Å):
O -0.07 -0.03 -0.56
C 0.11 0.03 0.48
C -0.30 0.08 -0.04
O -0.01 -0.11 0.14
N 0.33 0.07 -0.02
C -0.22 -0.07 -0.19

Results
**E**: -9810.306 eV
**Max |F|**: 0.0111 Eh/bohr
**Energy relative to the best compared isomer or geometry (same formula, charge and spin)**: 92.4 kcal/mol
**E_LUMO (spin up / spin down)**: -0.0338 / -0.0337 hartree